C48H53Cl3N5O5S2TeTi as an isolated structure, computed with wB97M-V/def2-TZVPD.

**Relative energy (zero: lowest compared OMol25 entry of this formula, charge and spin)**: 0.0 kcal per mole
**E_LUMO (alpha / beta)**: 3.63 / 3.14 eV
**Total charge**: -2
**M**: 1125.94 Da
**HOMO (alpha / beta)**: -0.46 / -2.90 eV
**2S+1**: 4
**DFT total energy**: -5805.386454 Eh
**Expectation value of S²**: 3.783

Last column: Mulliken charge in e.
Positions of all 118 atoms, in Å:
1 Ti -0.6101 -0.7361 -0.5352  0.964
2 C 2.1859 1.1771 -2.5391  -0.745
3 C 1.3409 2.3232 -3.1347  -1.154
4 N 0.0227 2.4499 -2.5780  0.432
5 C -0.4447 3.7182 -2.1119  -0.916
6 C 0.1878 4.1744 -0.7863  -0.784
7 S -0.0068 2.9756 0.5598  0.015
8 C 1.6857 2.4270 0.8935  0.616
9 C 2.5125 2.0403 -0.3220  -1.315
10 N 1.9358 0.9779 -1.1228  0.883
11 H 3.2478 1.3993 -2.7382  0.541
12 H 1.9906 0.2379 -3.0469  0.180
13 H 1.3248 2.1875 -4.2273  0.424
14 H 1.8560 3.2748 -2.9642  0.463
15 H -0.6762 1.8227 -2.9304  -0.143
16 H -1.5211 3.6420 -1.9609  0.319
17 H -0.2719 4.5349 -2.8419  0.345
18 H -0.3006 5.1030 -0.4792  0.543
19 H 1.2454 4.4120 -0.9183  0.380
20 H 1.5326 1.5620 1.5464  -0.956
21 H 2.2257 3.1856 1.4687  0.654
22 H 3.5329 1.7819 -0.0019  0.310
23 H 2.6331 2.9264 -0.9508  0.450
24 H 2.3242 0.0777 -0.8557  -0.375
25 C -8.6373 0.6156 2.7495  -1.449
26 C -7.2608 0.8144 2.1724  1.058
27 C -6.9624 1.9217 1.3863  -0.761
28 C -5.6938 2.0983 0.8501  -0.091
29 C -4.7053 1.1593 1.0933  -1.619
30 C -4.9790 0.0640 1.8983  0.356
31 C -6.2487 -0.1093 2.4236  -0.748
32 S -3.0291 1.4247 0.4922  1.352
33 O -2.2484 1.2481 1.6854  -0.699
34 O -3.0935 2.7300 -0.1314  -0.777
35 N -2.5981 0.2750 -0.5472  1.313
36 C -3.2486 0.2018 -1.8154  -0.347
37 C -4.5988 0.4517 -2.0699  -0.329
38 C -5.1127 0.3472 -3.3587  -0.883
39 C -4.3097 -0.0209 -4.4160  -0.928
40 C -2.9549 -0.3238 -4.2019  1.196
41 C -2.0789 -0.7301 -5.2449  -1.261
42 C -0.7597 -1.0507 -4.9133  -1.030
43 C -0.3279 -0.9605 -3.6153  -0.503
44 N -1.1197 -0.5318 -2.5846  0.828
45 C -2.4338 -0.2186 -2.8838  -0.554
46 H -9.3091 1.4203 2.4499  0.345
47 H -8.6077 0.5910 3.8411  0.325
48 H -9.0722 -0.3283 2.4145  0.310
49 H -7.7337 2.6581 1.1872  0.267
50 H -5.4577 2.9540 0.2321  0.497
51 H -4.1901 -0.6406 2.1270  -0.264
52 H -6.4519 -0.9727 3.0484  0.418
53 H -5.2700 0.7116 -1.2775  0.480
54 H -6.1645 0.5563 -3.5218  0.383
55 H -4.7109 -0.1004 -5.4208  0.354
56 H -2.4502 -0.8061 -6.2592  0.330
57 H -0.0583 -1.3942 -5.6643  0.414
58 H 0.6654 -1.2660 -3.3364  0.245
59 C -1.5752 -2.5949 -0.5454  -1.273
60 H -1.3812 -3.0564 -1.5172  0.464
61 H -2.6512 -2.4501 -0.4277  0.327
62 H -1.1905 -3.2309 0.2538  0.267
63 Cl 5.3647 -0.8956 -0.3199  -0.765
64 C 2.1596 -3.7646 -1.4904  0.105
65 Cl 1.9098 -3.6631 -3.1610  -0.162
66 Cl 2.9989 -5.1197 -0.9094  -0.173
67 C 1.5518 -2.8239 -0.5319  0.202
68 O 1.5733 -3.1263 0.6615  -0.440
69 O 1.0250 -1.7557 -1.0283  0.220
70 C 4.4302 0.1848 8.8256  -1.620
71 C 4.0742 -0.1146 7.3937  0.895
72 C 3.3463 -1.2451 7.0541  -0.800
73 C 3.0188 -1.5429 5.7354  1.226
74 C 2.2151 -2.7855 5.4698  -1.811
75 C 3.4362 -0.6787 4.7104  0.414
76 Te 3.0367 -1.1410 2.6571  0.408
77 N -0.2085 -0.6806 1.2894  0.660
78 C -0.1496 -0.9653 2.5289  -0.342
79 O 0.8289 -0.7000 3.3670  -0.874
80 C -1.3023 -1.6682 3.2038  0.198
81 C -1.1691 -2.1676 4.4946  -0.265
82 C -2.2096 -2.8646 5.0943  -0.842
83 C -3.4015 -3.0601 4.4113  -0.727
84 C -3.5471 -2.5476 3.1279  -1.088
85 C -2.5056 -1.8548 2.5310  0.545
86 C 4.2994 -2.8912 2.7719  0.460
87 C 3.6927 -4.1342 2.6294  -0.492
88 C 4.4452 -5.2961 2.6492  -0.779
89 C 5.8227 -5.2113 2.7993  -0.682
90 C 6.4257 -3.9731 2.9324  -0.608
91 C 5.6836 -2.7891 2.9274  0.731
92 C 6.4179 -1.4872 3.0602  -1.392
93 C 4.1424 0.4848 5.0411  1.044
94 C 4.5839 1.5119 4.0295  -2.080
95 C 4.4550 0.7408 6.3740  -0.943
96 H 4.0083 -0.5619 9.4987  0.338
97 H 4.0544 1.1639 9.1295  0.351
98 H 5.5130 0.1921 8.9683  0.318
99 H 3.0115 -1.9185 7.8373  0.280
100 H 1.6431 -3.0639 6.3565  0.503
101 H 2.8639 -3.6216 5.2083  0.437
102 H 1.5202 -2.6271 4.6435  -0.057
103 H -0.2425 -1.9950 5.0264  0.390
104 H -2.0870 -3.2571 6.0972  0.408
105 H -4.2142 -3.6055 4.8774  0.354
106 H -4.4748 -2.6930 2.5854  0.629
107 H -2.5921 -1.4527 1.5330  0.641
108 H 2.6254 -4.1863 2.4539  0.638
109 H 3.9611 -6.2570 2.5232  0.465
110 H 6.4284 -6.1102 2.8055  0.347
111 H 7.5035 -3.9077 3.0381  0.394
112 H 7.2724 -1.5966 3.7332  0.440
113 H 5.7840 -0.6921 3.4501  0.072
114 H 6.7524 -1.1650 2.0718  0.263
115 H 4.2402 1.2886 3.0232  0.138
116 H 5.6735 1.5829 3.9953  0.375
117 H 4.1931 2.4946 4.2994  0.521
118 H 5.0056 1.6467 6.6123  0.390